1.
Formula: C5H12NOS
Source: OMol25
Level of theory: ωB97M-V with the def2-TZVPD basis set

Structure (XYZ):
```
20
C5H12NOS ωB97M-V with the def2-TZVPD basis set
C -2.84685 -1.55216 -0.20240
C -2.56308 -0.12260 0.26993
N -1.31298 0.02582 1.04656
C -0.09540 0.33156 0.24792
C -0.02687 -0.07304 -1.23634
O 0.65457 0.92217 -1.97259
C 1.13020 -0.22156 0.95818
S 2.72645 0.58696 0.44488
H -3.04760 -1.66301 -1.28632
H -1.99409 -2.22210 -0.11555
H -3.76433 -1.90367 0.28083
H -2.56512 0.66661 -0.45305
H -3.32971 0.13728 1.00546
H -1.12497 -0.83725 1.53500
H -0.04313 1.41052 0.19102
H -1.01116 -0.13207 -1.71913
H 0.39248 -1.07845 -1.36545
H 1.57469 0.91465 -1.61735
H 1.10025 -0.25775 2.05090
H 1.27803 -1.22869 0.56890
```

Calculated values
Max |F| in eV/A: 2.08
Charge: -1
ΔE to the lowest compared entry with this formula, charge and spin in kcal/mol: 36.0
LUMO energy in Eh: 0.1282
HOMO energy in eV: -2.6
SMILES: CCN[C@H](CO)C[S-]
Electronic energy in eV: -19752.669

***

2.
Formula: C5H12NP
Source: OMol25
Level of theory: ωB97M-V with the def2-TZVPD basis set

Structure (XYZ):
```
19
C5H12NP ωB97M-V with the def2-TZVPD basis set
C 0.76188 -0.28785 1.98042
C -0.19200 0.14598 -1.05858
C 0.39521 1.12970 2.44628
C -0.67254 1.54088 -1.28296
C -0.22175 -0.75220 -2.33266
N 0.48383 -2.29965 0.13860
P -0.04018 -0.63654 0.43480
H 0.57508 -0.93175 2.80007
H -0.09735 1.66083 1.62101
H 1.32348 1.49971 2.73495
H -0.40905 1.05042 3.19820
H -1.68227 1.66604 -1.72704
H -0.06782 2.00815 -2.14249
H -0.57480 2.19459 -0.35487
H -1.21661 -0.82853 -2.68855
H 0.20309 -1.77841 -2.15651
H 0.38078 -0.26820 -3.10132
H -0.25785 -2.81328 0.70033
H 1.30888 -2.29988 0.79030
```

Calculated values
Max |F| in eV/A: 4.07
ΔE to the lowest compared entry with this formula, charge and spin in kcal/mol: 35.9
LUMO energy (spin up / spin down) in Eh: 0.0442 / -0.0338
HOMO energy (spin up / spin down) in eV: -5.6 / -8.7
2S+1: 3
Electronic energy in eV: -16153.581

***

3.
Formula: C5H12NS
Source: OMol25
Level of theory: ωB97M-V with the def2-TZVPD basis set

Structure (XYZ):
```
19
C5H12NS ωB97M-V with the def2-TZVPD basis set
C -2.70470 1.43016 0.46896
C -1.70139 0.33016 0.70618
N -0.60625 0.14815 -0.26657
C 0.56208 -0.54774 0.45324
C 1.49359 -1.25635 -0.48418
C 2.63011 -0.42436 -1.11257
S 3.92287 -1.31152 -2.12356
H -3.13144 1.55723 -0.51744
H -2.46864 2.47290 0.81197
H -3.48286 1.04953 1.14524
H -1.18811 0.48394 1.68669
H -2.16069 -0.68507 0.90016
H -0.48511 1.24165 -0.43519
H -0.03246 -1.22609 1.19784
H 1.12609 0.22598 0.94643
H 0.71140 -1.75180 -1.16807
H 2.06708 -2.10793 -0.07293
H 2.31631 0.30004 -1.85186
H 3.13211 0.07109 -0.28434
```

Calculated values
Max |F| in eV/A: 3.22
Charge: -1
ΔE to the lowest compared entry with this formula, charge and spin in kcal/mol: 40.0
LUMO energy in Eh: 0.1161
HOMO energy in eV: -2.2
SMILES: CCNCCC[S-]
Electronic energy in eV: -17704.057

***

4.
Formula: C5H12NS
Source: OMol25
Level of theory: ωB97M-V with the def2-TZVPD basis set

Structure (XYZ):
```
19
C5H12NS ωB97M-V with the def2-TZVPD basis set
C 3.42586 0.47327 -0.57863
C 2.30047 0.15245 0.13005
C -0.78179 0.80848 1.33207
C -0.02441 -0.44227 0.68183
C 0.90783 0.06484 -0.31862
N 0.47225 0.33523 -1.51356
S -3.90577 -1.53421 -0.50300
H 4.32568 0.42052 -0.01280
H 3.60930 0.47208 -1.60959
H 2.30937 0.11362 1.20464
H -1.08212 1.69221 0.72500
H -0.28770 1.14779 2.28344
H -1.81595 0.44620 1.63693
H -0.87418 -1.05051 0.18192
H 0.51455 -0.78878 1.47566
H 1.08294 0.61894 -2.24724
H -4.78514 -1.63143 0.46318
H -0.47131 0.08191 -1.79563
H -4.91990 -1.38034 -1.53565
```

Calculated values
Max |F| in eV/A: 4.97
Charge: +1
ΔE to the lowest compared entry with this formula, charge and spin in kcal/mol: 44.2
LUMO energy in Eh: -0.1926
HOMO energy in eV: -12.7
Electronic energy in eV: -17696.770

***

5.
Formula: C5H12NS
Source: OMol25
Level of theory: ωB97M-V with the def2-TZVPD basis set

Structure (XYZ):
```
19
C5H12NS ωB97M-V with the def2-TZVPD basis set
C -0.07397 -2.27557 -1.72684
C -0.64625 -1.11388 -0.93854
S -2.07887 -0.81272 -0.40888
C 0.66578 0.01090 -0.47402
N -0.07642 0.86901 0.41138
C -0.16046 0.24874 1.75366
C 0.26192 2.28629 0.49670
H -0.86411 -2.80050 -2.12525
H 0.40405 -3.03788 -1.07026
H 0.61720 -1.98689 -2.37950
H 0.90364 0.34323 -1.47592
H 1.40843 -0.48989 0.08599
H -1.10450 0.71267 0.15406
H 0.97704 0.11510 2.14870
H -0.69985 0.89450 2.41336
H -0.56870 -0.71382 1.70996
H 1.38182 2.21115 0.70713
H 0.00781 2.62239 -0.49244
H -0.35455 2.91716 1.21073
```

Calculated values
Max |F| in eV/A: 4.83
Charge: +1
ΔE to the lowest compared entry with this formula, charge and spin in kcal/mol: 60.9
LUMO energy in Eh: -0.1616
HOMO energy in eV: -13.7
SMILES: CC(=S)C[NH+](C)C
Electronic energy in eV: -17696.045

***

6.
Formula: C5H12NS
Source: OMol25
Level of theory: ωB97M-V with the def2-TZVPD basis set

Structure (XYZ):
```
19
C5H12NS ωB97M-V with the def2-TZVPD basis set
C 0.21965 1.54783 -0.55560
C 1.44337 2.06757 -0.54013
C -1.59350 0.92034 -2.02117
N -0.39685 1.32006 -1.81799
H -0.34380 1.22705 0.31064
H 1.89264 2.32653 -1.49308
H 2.03421 2.14863 0.35945
H -1.95780 0.75604 -3.02708
H -2.21778 0.79578 -1.14547
H 0.21755 1.48247 -2.61353
C 0.67427 -1.67925 -0.43025
C 0.87521 -1.29827 1.05439
S -0.67549 -1.20502 1.98925
H -0.37566 -1.67680 -0.72737
H 1.04443 -2.68046 -0.63677
H 1.23770 -0.97637 -1.03414
H 1.50472 -2.03385 1.57480
H 1.38163 -0.33293 1.08337
H -0.10199 -0.65734 3.07439
```

Calculated values
Max |F| in eV/A: 1.08
Charge: +2
ΔE to the lowest compared entry with this formula, charge and spin in kcal/mol: 17.1
LUMO energy (spin up / spin down) in Eh: -0.3226 / -0.4573
HOMO energy (spin up / spin down) in eV: -18.8 / -18.8
2S+1: 2
Electronic energy in eV: -17684.205